[1]
Entry from the Open Molecules 2025 dataset: an isolated molecule of CH4FNP2 (ωB97M-V/def2-TZVPD).

Cartesian coordinates (Å):
P  -1.892  0.544  0.315
P  -0.437  -0.628  -0.926
F  1.745  0.974  -0.772
N  1.703  -0.495  0.821
C  1.148  -0.049  -0.194
H  -0.452  -1.695  -0.128
H  -0.868  1.441  0.621
H  -2.307  1.324  -0.746
H  1.362  -1.416  1.009

Computed properties:
* HOMO level: -9.41 eV
* relative energy (zero: lowest compared OMol25 entry of this formula, charge and spin): 142.9 kJ/mol
* structure (SMILES): [H]/N=C(/F)[PH]#[PH2]

Atomic partial charges in e from the natural (NBO) method, atoms 1 to 2: atom 1 (P): 0.062, atom 2 (P): 0.231

---

[2]
Entry from the Open Molecules 2025 dataset: the ion C30H37N4O4S2 with charge +1 (ωB97M-V/def2-TZVPD).

Cartesian coordinates (Å):
S  -0.505  2.739  -2.441
S  0.025  0.234  2.405
O  -0.641  1.498  2.268
O  -2.720  -1.141  -0.437
O  2.314  -0.912  -4.019
O  -0.807  -0.923  2.621
N  -1.104  0.238  -2.236
N  -1.693  -1.671  -3.937
N  1.242  0.389  3.494
N  0.607  0.556  -3.769
C  -3.095  -1.967  -3.601
C  1.197  1.460  4.476
C  1.253  -1.708  4.845
C  -0.221  -0.653  -5.783
C  -3.067  2.368  0.668
C  -3.052  -3.364  0.358
C  1.631  -0.246  -1.788
C  -2.279  3.026  -0.256
C  1.866  0.937  -1.090
C  -1.832  0.859  -1.266
C  4.679  2.522  5.539
C  0.886  -0.046  0.854
C  1.158  -1.368  -1.116
C  -1.647  2.252  -1.212
C  4.093  3.706  3.539
C  -0.882  -2.888  -3.824
C  1.957  -0.827  3.817
C  5.005  3.427  4.544
C  1.494  1.032  0.239
C  1.623  -0.256  -3.284
C  -0.337  1.058  -2.884
C  -3.239  0.988  0.652
C  -2.633  0.202  -0.315
C  0.768  -1.261  0.208
C  -1.613  -1.039  -5.279
C  0.373  0.637  -5.203
C  2.860  3.078  3.531
C  3.445  1.893  5.527
C  -3.226  -1.887  0.674
C  2.525  2.167  4.525
H  -3.551  2.939  1.444
H  -2.135  4.092  -0.217
H  -3.647  -3.650  -0.507
H  0.927  1.071  5.464
H  -2.006  -3.584  0.162
H  -0.281  1.490  -5.388
H  2.296  1.786  -1.599
H  2.137  3.303  2.760
H  -1.376  -0.959  -3.164
H  -1.167  -3.605  -4.595
H  2.953  -0.542  4.168
H  -2.659  -1.618  1.572
H  5.966  3.919  4.554
H  -0.309  -0.499  -6.859
H  1.812  -2.629  4.981
H  -4.287  -1.656  0.822
H  -1.046  -3.336  -2.846
H  -3.709  -1.080  -3.742
H  0.251  -1.945  4.499
H  0.412  2.138  4.138
H  0.176  -2.658  -3.929
H  -3.480  -2.768  -4.232
H  -3.157  -2.257  -2.554
H  1.608  1.952  0.788
H  1.184  -1.205  5.806
H  -3.835  0.532  1.424
H  3.193  1.193  6.310
H  0.318  -2.088  0.733
H  5.385  2.307  6.326
H  4.342  4.418  2.767
H  2.070  -1.373  2.876
H  0.494  -1.461  -5.637
H  -3.376  -3.952  1.210
H  1.047  -2.303  -1.643
H  -2.243  -0.146  -5.257
H  1.335  0.813  -5.690
H  -2.051  -1.746  -5.991

Computed properties:
* HOMO level: -11.02 eV
* relative energy (zero: lowest compared OMol25 entry of this formula, charge and spin): 0.0 kJ/mol
* structure (SMILES): CCOc1cccc2sc(N(CCC[NH+](C)C)C(=O)c3ccc(S(=O)(=O)N(CC)Cc4ccccc4)cc3)nc12
* charge: +1

Atomic partial charges in e from the natural (NBO) method, atoms 1 to 2: atom 1 (S): 0.446, atom 2 (S): 2.340

---

[3]
Entry from the Open Molecules 2025 dataset: a structure of composition FHMgNO3PtS2 (ωB97M-V/def2-TZVPD).

Cartesian coordinates (Å):
Pt  1.970  -0.936  2.286
S  1.254  -2.430  0.632
S  -0.371  -0.089  0.904
Mg  -0.063  -0.100  -1.932
F  -1.720  -0.685  1.651
O  -0.679  1.616  -2.612
O  -0.879  1.164  -0.478
O  0.493  0.209  2.086
N  0.190  -1.188  -0.044
H  -0.196  2.438  -2.492

Computed properties:
* spin multiplicity: 4
* HOMO level (alpha / beta): -6.19 / -8.32 eV
* relative energy (zero: lowest compared OMol25 entry of this formula, charge and spin): 142.7 kJ/mol
* expectation value of S²: 3.78

Atomic partial charges in e from the natural (NBO) method, atoms 1 to 2: atom 1 (Pt): 0.497, atom 2 (S): 0.238

---

[4]
Entry from the Open Molecules 2025 dataset: a structure of composition C16H42N3O12P2S2 (ωB97M-V/def2-TZVPD).

Cartesian coordinates (Å):
S  1.328  -0.506  4.407
S  3.241  -2.042  5.517
P  -1.898  4.082  -3.623
P  -0.572  -4.222  -0.173
O  -0.792  -5.389  -1.316
O  2.259  -2.479  6.479
O  -0.396  4.142  -3.011
O  -2.816  4.086  -4.785
O  -1.081  -5.208  1.010
O  4.032  -3.167  5.078
O  -2.327  5.458  -2.845
O  1.544  0.614  5.302
O  -0.739  -2.984  -0.970
O  0.185  -1.299  4.770
O  -2.456  2.997  -2.574
O  0.995  -4.429  0.079
N  2.686  -1.340  4.178
N  5.736  -1.073  5.687
N  0.966  0.031  2.868
C  0.623  4.894  -3.710
C  4.426  -0.901  6.307
C  0.578  6.372  -3.367
C  -3.021  6.503  -3.524
C  1.828  1.144  2.437
C  -1.468  -5.102  -2.533
C  -0.481  -4.873  -3.659
C  -3.239  -6.215  0.402
C  -1.020  1.020  -2.730
C  -2.490  -5.266  1.322
C  1.425  -3.753  2.410
C  1.676  -3.488  0.944
C  -2.408  1.603  -2.913
C  1.553  1.532  0.954
C  1.280  3.047  0.847
C  -4.503  6.452  -3.223
H  -4.213  -6.466  0.826
H  -1.038  -0.063  -2.861
H  6.432  -0.630  6.276
H  -0.018  0.270  2.850
H  1.642  3.414  -0.117
H  1.820  3.594  1.621
H  0.381  -3.556  2.668
H  1.578  4.473  -3.398
H  -0.999  -4.577  -4.574
H  0.239  -4.099  -3.397
H  -3.114  1.100  -2.254
H  4.460  -1.210  7.352
H  0.532  4.740  -4.788
H  2.462  1.310  0.394
H  -2.604  7.447  -3.163
H  0.419  6.516  -2.299
H  -2.759  1.458  -3.939
H  -2.669  -7.129  0.242
H  -4.681  6.637  -2.163
H  0.213  3.259  0.919
H  1.509  6.858  -3.662
H  0.720  0.933  0.586
H  -2.834  6.461  -4.597
H  1.375  -2.470  0.683
H  -5.041  7.203  -3.804
H  1.611  2.004  3.077
H  -2.137  -4.248  -2.416
H  -2.095  -5.969  -2.763
H  2.863  0.823  2.537
H  -3.414  -5.762  -0.574
H  -2.558  -5.619  2.349
H  2.048  -3.099  3.021
H  -4.918  5.470  -3.452
H  -0.633  1.251  -1.739
H  4.058  0.128  6.250
H  0.084  -5.785  -3.857
H  -0.322  1.440  -3.458
H  1.627  -4.796  2.659
H  5.746  -0.582  4.800
H  2.738  -3.582  0.722
H  -2.925  -4.265  1.289
H  -0.235  6.874  -3.891

Computed properties:
* HOMO level: -5.69 eV
* charge: -1

Atomic partial charges in e from the Löwdin method, atoms 1 to 2: atom 1 (S): 0.450, atom 2 (S): 0.478

---

[5]
Entry from the Open Molecules 2025 dataset: a cluster of 6 separate species, C40H47O3 in total (ωB97M-V/def2-TZVPD).

Cartesian coordinates (Å):
O  1.827  -0.406  -1.030
O  3.622  -0.287  0.318
O  -3.751  -1.749  1.586
C  -2.302  -1.954  1.784
C  1.594  -2.487  2.166
C  -6.094  -3.648  0.925
C  -0.768  4.699  5.389
C  -8.092  -4.814  0.242
C  -0.308  -2.829  0.506
C  2.683  2.021  -3.196
C  -5.328  -4.532  0.178
C  0.456  -3.408  1.717
C  -1.093  6.623  -3.952
C  -2.290  2.605  4.373
C  -7.323  -5.699  -0.502
C  -1.829  -2.896  0.685
C  -1.646  5.827  -2.958
C  2.416  3.597  -4.994
C  8.041  -4.956  0.233
C  3.708  -1.291  1.356
C  -0.756  4.428  4.028
C  3.236  2.817  -4.190
C  2.788  -2.504  1.193
C  -1.543  3.926  6.242
C  2.361  0.084  -0.059
C  -1.521  3.386  3.521
C  1.518  1.081  2.076
C  -3.021  5.807  -2.770
C  5.770  -5.142  -0.535
C  5.782  -3.801  -0.893
C  -1.915  7.404  -4.753
C  -2.300  2.878  5.734
C  1.612  1.099  0.724
C  -7.476  -3.790  0.952
C  0.488  2.778  -3.815
C  6.899  -5.719  0.030
C  -3.290  7.386  -4.562
C  1.307  2.000  -3.008
C  -3.842  6.585  -3.573
C  1.041  3.580  -4.804
C  8.054  -3.617  -0.131
C  -5.942  -5.554  -0.535
C  6.924  -3.039  -0.692
H  6.888  -6.763  0.314
H  0.530  1.175  2.523
H  3.390  -3.377  1.467
H  2.366  1.019  2.748
H  -0.225  -3.570  2.551
H  0.913  -4.354  1.403
H  6.930  -1.993  -0.972
H  -1.787  -0.995  1.581
H  -8.077  -3.098  1.530
H  -0.056  -1.776  0.354
H  4.879  -5.735  -0.694
H  3.321  1.413  -2.568
H  1.971  -2.790  3.149
H  2.849  4.219  -5.768
H  0.879  1.374  -2.238
H  -2.898  2.269  6.399
H  -1.004  5.221  -2.331
H  -5.341  -6.241  -1.119
H  8.920  -5.406  0.676
H  1.070  1.836  0.136
H  -2.128  -3.939  0.853
H  -1.483  8.025  -5.528
H  -3.857  -1.178  0.808
H  4.899  -3.348  -1.326
H  -2.279  -2.559  -0.279
H  2.474  -2.660  0.161
H  -1.512  3.175  2.458
H  -9.170  -4.923  0.267
H  -0.171  5.512  5.786
H  -0.019  -3.397  -0.384
H  -0.149  5.029  3.362
H  3.559  -0.840  2.339
H  1.198  -1.475  2.267
H  -0.585  2.760  -3.671
H  8.946  -3.023  0.024
H  -7.799  -6.500  -1.055
H  -3.931  7.997  -5.186
H  4.309  2.828  -4.339
H  -4.915  6.567  -3.428
H  -3.451  5.183  -1.997
H  -0.021  6.633  -4.101
H  -2.873  1.782  3.980
H  4.746  -1.625  1.331
H  -4.253  -4.412  0.157
H  0.400  4.191  -5.428
H  -5.600  -2.857  1.478
H  -1.554  4.137  7.304

Computed properties:
* HOMO level: -1.52 eV
* charge: -1

Atomic partial charges in e from the Löwdin method, atoms 1 to 2: atom 1 (O): 0.109, atom 2 (O): -0.025

---

Number 1: M 111.00 g/mol. Number 2: M 581.78 g/mol. Number 3: M 365.53 g/mol. Number 4: M 594.60 g/mol. Number 5: M 575.81 g/mol.